[1]
DFT (ωB97M-V/def2-TZVPD) results for a molecular structure, C54H44BrCaF5N4O2S.

Calculated values
- E_LUMO (eV) = 3.97
- energy above the lowest of the compared OMol25 structures with the same formula, charge and spin (kcal per mole) = 0.0
- DFT total energy (a.u.) = -6602.9864

Structure (ORCA input):
```
! RIJCOSX wB97M-V def2-TZVPD def2/J DEFGRID3
* xyz -2 1
Ca 0.32170 0.29890 0.72397
C 3.51920 0.11360 1.13736
N 2.68014 -0.99268 0.65166
C 3.17075 -1.44911 -0.63576
C 2.22369 -2.37446 -1.34875
C 2.69214 -3.38733 -2.18165
C 1.77148 -4.16151 -2.86613
C 0.41980 -3.90196 -2.69863
C 0.04951 -2.86918 -1.84933
N 0.92956 -2.12758 -1.18709
C 2.64308 -2.06063 1.64266
C 1.38002 -2.88420 1.65535
C 1.42108 -4.26562 1.78094
C 0.22938 -4.96090 1.92860
C -0.95594 -4.25052 1.97368
C -0.90333 -2.86873 1.82765
N 0.23126 -2.20676 1.64147
C 3.47218 1.32532 0.23969
C 4.66748 1.98812 -0.01016
C 4.53241 3.33925 -0.48000
C 3.35368 3.76233 -0.95961
C 2.24211 2.75739 -1.16538
N 2.26234 1.68811 -0.15679
H 4.56590 -0.21302 1.25358
H 3.13252 0.38532 2.11980
H 4.16114 -1.92545 -0.53086
H 3.30606 -0.56302 -1.26408
H 3.75726 -3.55230 -2.28967
H 2.10405 -4.95514 -3.52506
H -0.33592 -4.47825 -3.21534
H -0.99156 -2.61429 -1.69602
H 2.67990 -1.58438 2.62534
H 3.52117 -2.72196 1.55276
H 2.37369 -4.78005 1.75787
H 0.23159 -6.04145 2.01250
H -1.91037 -4.74281 2.10314
H -1.79639 -2.25661 1.85252
H 5.59339 1.62182 0.41307
H 5.36366 4.03351 -0.38702
H 3.18962 4.78934 -1.26610
H 2.35833 2.29997 -2.17197
F -7.20934 -1.94481 -0.98428
C -6.13865 -1.40152 -0.36984
C -4.86667 -1.87284 -0.62039
F -4.69483 -2.88671 -1.48845
C -3.77756 -1.29460 0.00046
F -2.57293 -1.81350 -0.30105
C -3.86967 -0.22977 0.89878
S -2.51357 0.49698 1.69645
C -5.18154 0.21799 1.11675
F -5.41494 1.24023 1.95536
C -6.28644 -0.34262 0.50724
F -7.52122 0.13722 0.75730
C 1.14388 3.68752 8.67533
C 1.02709 3.04420 7.31788
C -0.20982 2.84523 6.72214
C -0.33425 2.27477 5.45661
C -1.69336 2.10104 4.83883
C 0.82142 1.87049 4.78537
C 2.07691 2.05145 5.36971
C 3.33098 1.63668 4.64735
C 2.16248 2.64515 6.62357
C 0.70656 1.25386 3.40649
O 0.21737 1.96341 2.49602
O 1.11170 0.07633 3.23583
H 0.15977 3.85207 9.11554
H 1.64766 4.65532 8.61300
H 1.72090 3.06433 9.36260
H -1.11026 3.14788 7.24840
H -2.47664 2.36212 5.55200
H -1.85805 1.07828 4.49660
H -1.79961 2.71898 3.94724
H 3.30160 0.57373 4.40900
H 4.21174 1.84509 5.25665
H 3.43524 2.17452 3.70126
H 3.14222 2.79523 7.06901
C 0.65368 1.68238 -6.83387
C 1.71571 1.10205 -6.15344
C 1.57864 0.74793 -4.82096
C 0.38475 0.94588 -4.11235
C -0.66984 1.54986 -4.81453
C -0.53413 1.90602 -6.14769
C 0.36341 0.56875 -2.68146
C -0.62159 0.50581 -1.76792
C -2.02343 0.67350 -2.13348
C -2.78981 1.75911 -1.65795
C -4.11650 1.91659 -2.01780
C -4.74959 0.97698 -2.82777
C -4.02348 -0.12114 -3.27346
C -2.68886 -0.27131 -2.93471
H 0.75282 1.96775 -7.87466
H 2.66030 0.93317 -6.65899
H 2.42105 0.31389 -4.29188
H -1.60144 1.75877 -4.30676
H -1.37046 2.37526 -6.65418
H 1.37914 0.34783 -2.33567
H -2.30533 2.48434 -1.01330
H -4.66772 2.77396 -1.64697
H -5.79649 1.08749 -3.08632
H -4.50514 -0.87391 -3.88970
H -2.13176 -1.12527 -3.30630
Br -3.03038 6.00331 -1.43666
C -1.40716 4.99995 -1.34314
C -0.74154 4.69154 -2.51596
C 0.41431 3.92888 -2.44203
C 0.91491 3.49078 -1.22051
C 0.22486 3.82093 -0.06099
C -0.95010 4.56094 -0.11420
H -1.13609 5.00994 -3.47168
H 0.92687 3.65374 -3.35536
H 0.59361 3.47516 0.89433
H -1.50379 4.77597 0.78988
*
```

***

[2]
DFT (ωB97M-V/def2-TZVPD) results for a molecular structure, C15H27N9NaO5 in a non-equilibrium geometry.

Calculated values
- E_LUMO (eV) = 2.19
- DFT total energy (a.u.) = -1619.3011

Structure (ORCA input):
```
! RIJCOSX wB97M-V def2-TZVPD def2/J DEFGRID3
* xyz -1 1
Na -0.97241 -0.05337 0.48167
N 1.53463 -1.46198 0.20473
C 2.86498 -1.35961 -0.38902
C 2.92843 -0.20846 -1.36964
N 2.74380 1.08041 -0.71779
C 2.59419 2.17154 -1.67238
C 1.96531 3.38618 -1.01115
N 0.71092 2.99847 -0.37486
H 1.36410 -2.37754 0.60659
H 0.83288 -1.34112 -0.52011
H 3.16164 -2.26915 -0.92655
H 3.60336 -1.19096 0.40188
H 2.18012 -0.37610 -2.16261
H 3.91347 -0.22036 -1.84851
H 1.88298 1.05939 -0.17728
H 1.96036 1.87047 -2.52060
H 3.57763 2.44717 -2.06735
H 1.86318 4.16667 -1.77798
H 2.64075 3.77065 -0.24085
H 0.06491 2.59548 -1.05394
H 0.25481 3.77757 0.08010
O -3.18331 -4.32944 -3.58139
C -2.61243 -3.34100 -2.83171
C -2.27400 -2.11091 -3.37878
C -1.69114 -1.16145 -2.55770
N -1.47830 -1.39236 -1.26530
C -1.80254 -2.57937 -0.74320
C -2.36052 -3.59919 -1.49147
C -1.48908 -2.68350 0.75002
O -0.78229 -3.62549 1.13155
O -1.96052 -1.72509 1.43347
C -1.24552 0.21409 -3.09860
O -1.48768 0.42062 -4.29844
O -0.59321 0.90599 -2.27788
H -3.30794 -3.98982 -4.47398
H -2.44169 -1.86513 -4.42110
H -2.58508 -4.56144 -1.05076
C 0.85886 0.66261 5.69594
N 0.96524 -0.03714 4.42790
C 2.32767 -0.30926 4.01829
C 0.07981 0.30992 3.39924
N 0.38360 0.59503 2.20678
N -1.25387 0.23004 3.82539
C -2.35835 0.50011 3.01092
N -3.44324 -0.30719 3.34473
N -2.34846 1.45442 2.16568
H 1.18210 0.01334 6.51215
H -0.16965 0.96558 5.87400
H 1.48615 1.56462 5.71006
H 2.82981 -0.85050 4.82100
H 2.90008 0.60687 3.81168
H 2.32256 -0.92892 3.12263
H 1.38149 0.66998 2.05046
H -1.40671 -0.50395 4.49753
H -3.15256 -1.27969 3.35404
H -4.17739 -0.21620 2.65839
H -3.22571 1.48093 1.65190
*
```

***

[3]
DFT (ωB97M-V/def2-TZVPD) results for 10 unconnected molecules or ions with the total composition C5H30O10 in a non-equilibrium geometry.

Calculated values
- SMILES = CO.CO.CO.CO.CO.O.O.O.O.O
- E_LUMO (eV) = -0.99
- energy above the lowest of the compared OMol25 structures with the same formula, charge and spin (kcal per mole) = 100.2
- DFT total energy (a.u.) = -960.7483

Structure (ORCA input):
```
! RIJCOSX wB97M-V def2-TZVPD def2/J DEFGRID3
* xyz 0 1
C 5.17992 9.49642 8.26306
O 5.55772 9.92607 6.98000
H 5.73226 10.02608 9.03925
H 4.15042 9.72909 8.53528
H 5.32918 8.46002 8.56587
H 6.51308 9.83271 6.96706
C 5.69166 5.94395 7.29233
O 6.13622 4.64432 7.09233
H 6.65888 6.44551 7.25990
H 4.98588 6.37810 6.58417
H 5.25656 6.07511 8.28308
H 6.85586 4.68279 6.45810
C 11.18976 9.29912 11.38711
O 12.41108 9.24526 10.72886
H 10.91596 8.38510 11.91409
H 11.22290 10.02750 12.19733
H 10.33860 9.46850 10.72761
H 12.45124 10.09047 10.27542
C 8.29716 7.85726 13.38906
O 8.38252 7.85400 14.82287
H 8.17306 8.85197 12.96099
H 9.11887 7.34444 12.88916
H 7.36734 7.34031 13.15176
H 7.77874 8.52821 15.14304
C 8.18012 6.81942 9.63017
O 8.31376 5.52662 9.04100
H 7.13286 6.93128 9.91095
H 8.79238 6.94564 10.52309
H 8.42879 7.62921 8.94423
H 8.50808 5.57940 8.10236
O 9.25114 6.64751 6.53476
H 10.08498 6.57890 6.99977
H 9.37800 7.37001 5.91985
O 8.23380 10.48386 10.37181
H 8.80252 11.25039 10.44403
H 8.15990 10.32771 9.43032
O 8.29811 4.45968 5.22413
H 9.20014 4.19238 5.04768
H 8.37769 5.33027 5.61396
O 8.20084 9.78554 7.16559
H 8.39566 10.72228 7.19397
H 8.92848 9.40387 6.67456
O 7.13504 4.59882 11.43417
H 7.53572 3.75013 11.62235
H 7.57718 4.90244 10.64135
*
```